Record 1
C6H14MnN4S5 | ωB97M-V with the def2-TZVPD basis set

## Properties
- charge = 0
- orbital gap (spin up / spin down) (eV) = 6.047 / 7.593
- multiplicity = 4
- HOMO level (spin up / spin down) (eV) = -7.42 / -7.45

Structure (XYZ):
```
30
Properties=species:S:1:pos:R:3:forces:R:3:mulliken_spin:R:1
Mn 0.27446 0.01278 0.56031 0.7296 0.1869 -0.2715 3.26
N 0.21631 2.16724 0.53720 0.0389 0.4051 0.3092 0.00
C -0.81925 2.57381 -0.41510 -0.2008 0.0556 -0.3942 0.00
C -0.61330 1.77729 -1.70744 0.0566 0.4170 0.1666 0.00
N -0.59358 0.34415 -1.38071 -0.3279 -0.4255 -0.0779 -0.04
H 0.04275 2.56672 1.46059 0.0370 -0.1083 -0.2164 0.00
H 1.13969 2.48782 0.22594 -0.2694 -0.3455 0.1885 0.00
H -0.79723 3.65260 -0.62213 -0.0455 -0.2075 0.0002 0.00
H -1.79009 2.31749 0.02041 0.0850 0.1089 -0.0664 0.00
H 0.35413 2.03868 -2.14982 -0.1456 -0.0693 0.0665 0.00
H -1.40840 2.01589 -2.42310 0.1630 -0.0066 0.0565 0.00
H -0.12435 -0.18792 -2.11601 0.0291 0.1135 0.3967 0.00
H -1.55358 -0.00096 -1.30063 0.2724 -0.0214 0.0383 0.01
S -2.40556 -2.94136 2.38175 0.2934 0.2895 -0.3585 0.00
C -1.54591 -1.83058 1.51362 -0.6131 -1.2721 0.6358 0.01
S -0.07035 -2.22980 0.69030 0.0858 0.2609 -0.1550 -0.19
S -1.96568 -0.18434 1.35009 -0.1693 0.7416 0.0903 -0.04
S 0.93401 0.11155 2.88780 -0.7788 0.3387 -0.2703 -0.14
C 2.31163 -0.80958 3.14413 0.4453 -0.1759 -0.6354 0.02
N 2.85695 -0.97571 4.35816 0.0000 0.1426 0.0668 0.00
C 4.01570 -1.84462 4.29507 0.3251 -0.3259 0.1959 0.00
C 4.23777 -1.99176 2.77481 0.3054 -0.1068 0.0290 0.00
N 3.02431 -1.43433 2.21828 -0.1978 0.0021 0.4931 0.00
H 2.35109 -0.79002 5.20635 -0.0673 0.0460 -0.1000 0.00
H 3.79843 -2.80354 4.77389 0.0839 0.0292 -0.0568 0.00
H 4.87217 -1.38241 4.79293 -0.0819 -0.1388 -0.0504 0.00
H 4.36593 -3.02796 2.45720 0.0445 0.0723 0.1106 0.00
H 5.10212 -1.41221 2.43739 -0.0207 -0.0704 0.0363 0.00
H 2.89765 -1.20883 1.21989 -0.1350 0.1515 0.0242 0.01
S 2.22475 0.04733 -0.32137 0.0583 -0.0873 -0.2515 0.11
```
Positions in Å, forces in eV/Å.

=====

Record 2
C3H3FN2O2 | ωB97M-V with the def2-TZVPD basis set

## Properties
- charge = 0
- orbital gap (eV) = 10.645
- HOMO level (eV) = -9.90

Structure (XYZ):
```
11
Properties=species:S:1:pos:R:3:forces:R:3:lowdin_charge:R:1
O -0.91552 1.98617 -2.03599 0.2068 -0.3998 0.4680 0.12
C -0.43528 1.11365 -1.36976 0.1410 -0.1452 -0.3489 -0.49
N 0.48028 0.13691 -1.68227 -0.3821 0.3663 0.2499 0.09
N 0.77359 -0.68568 -0.62857 -0.4248 0.3200 0.5131 0.14
C 0.03424 -0.22038 0.31779 0.3967 -0.3145 -0.4172 -0.32
C -0.05165 -0.74816 1.69741 0.7359 -0.6753 -0.0891 -0.12
F 0.40220 0.20534 2.59153 0.1575 -0.0917 0.0160 -0.02
O -0.72027 0.84516 -0.03146 -0.1310 0.2872 -0.2527 0.16
H 0.92275 0.01610 -2.56735 0.1273 -0.0312 -0.2772 0.16
H 0.57966 -1.67170 1.73685 -0.4601 0.8176 0.1315 0.14
H -1.06999 -0.97743 1.97183 -0.3673 -0.1332 0.0064 0.12
```
Positions in Å, forces in eV/Å.

=====

| no. | molar mass (g/mol) |
| --- | --- |
| 1 | 357.48 |
| 2 | 118.07 |